(A)
DFT (the ωB97M-V functional and the def2-TZVPD basis) results for an isolated ion of composition C5H11N2O and charge -1.

## Properties
* spin multiplicity: 1
* SMILES string: C=NCC[C@H](N)C[O-]
* net charge: -1

Each line ends with the Mulliken charge.
CARTESIAN COORDINATES (ANGSTROEM)
C 1.78 1.62 -1.22  -0.167
N 0.90 2.35 -0.73  -0.524
C -0.17 1.78 0.08  -0.670
C 0.09 0.41 0.71  -1.174
C -0.48 -0.73 -0.14  0.339
N -1.94 -0.71 -0.07  -0.737
C 0.10 -2.09 0.39  -0.761
O -0.32 -2.35 1.64  -0.895
H 2.62 2.02 -1.81  0.288
H 1.84 0.53 -1.14  0.215
H -0.45 2.56 0.80  0.307
H -1.06 1.66 -0.53  0.360
H 1.15 0.23 0.91  0.490
H -0.40 0.32 1.67  0.507
H -0.20 -0.58 -1.20  0.282
H -2.18 -0.55 0.90  0.310
H -2.25 -1.66 -0.25  0.324
H -0.25 -2.87 -0.34  0.261
H 1.21 -1.92 0.32  0.247

(B)
DFT (the ωB97M-V functional and the def2-TZVPD basis) results for C5H11N2O as an isolated structure.

## Properties
* spin multiplicity: 1
* net charge: -1

Each line ends with the Mulliken charge.
CARTESIAN COORDINATES (ANGSTROEM)
C 1.13 -1.02 0.04  -0.640
O 0.55 -1.69 1.12  -0.563
C 0.88 0.42 -0.21  0.307
C -0.52 1.08 -0.09  -0.904
C -1.62 0.02 0.02  0.124
C -1.80 -0.92 -1.00  -0.972
N -2.08 -0.10 1.33  -0.872
N 2.12 1.63 0.29  -0.751
H 2.18 -0.91 0.35  0.418
H 1.14 -1.56 -0.93  0.303
H 1.13 0.50 -1.32  0.212
H -0.76 1.64 -1.02  0.129
H -0.44 1.84 0.66  0.617
H -2.29 -1.88 -0.81  0.318
H -1.60 -0.52 -1.99  0.267
H -0.43 -1.58 1.00  0.397
H -1.96 0.89 1.68  0.220
H 3.03 1.34 -0.02  0.183
H 1.33 0.82 0.88  0.208

(C)
DFT (the ωB97M-V functional and the def2-TZVPD basis) results for an isolated ion of composition C5H11N2O and charge -1.

## Properties
* spin multiplicity: 1
* net charge: -1

Each line ends with the Mulliken charge.
CARTESIAN COORDINATES (ANGSTROEM)
C -1.57 0.74 -0.16  -0.770
O -2.17 -0.53 -0.29  -0.589
C -0.34 0.74 0.74  0.927
C 0.51 -0.52 0.53  -1.436
C 1.02 -0.70 -0.88  0.537
C 2.28 -0.33 -1.27  -1.151
N 0.13 -1.41 -1.60  -0.904
N -0.70 0.84 2.14  -0.586
H -2.32 1.35 0.36  0.362
H -1.40 1.16 -1.16  0.252
H 0.34 1.58 0.51  0.087
H 1.33 -0.64 1.25  0.460
H -0.18 -1.33 0.75  0.449
H 2.74 -0.76 -2.16  0.295
H 2.91 0.29 -0.62  0.286
H -1.54 -1.07 -0.82  0.392
H 0.40 -1.43 -2.59  0.129
H -0.09 0.48 2.85  0.136
H -1.36 1.54 2.40  0.123

Energy relative to the most stable one, in kcal/mol: (A) 14.2; (B) 117.7; (C) 0.0